This record from OMol25 describes an isolated molecule of C13H15N3O. The level of theory is wB97M-V/def2-TZVPD.

Results
LUMO   0.64 eV
Energy   -20242.9844 eV
F_max   0.0169 hartree/bohr
Charge   0
Highest occupied orbital energy   -0.3162 Eh
SMILES string   O=C(NC1CCCC1)c1n[nH]c2ccccc12
Energy relative to the best compared isomer or geometry (same formula, charge and spin)   0.00 kcal per mole
2S+1   1
HOMO-LUMO gap   0.3397 Eh

Positions of all 32 atoms, in Å:
O1 -1.33995 -0.57680 0.17136
C1 -0.49014 0.02219 -0.46240
N1 -0.65896 0.53801 -1.70028
C2 -1.88125 0.47404 -2.47686
C3 -2.37537 -0.97419 -2.70373
C4 -3.71694 -1.06869 -1.97774
C5 -4.27737 0.34512 -2.08765
C6 -3.05382 1.20599 -1.79085
C7 0.87043 0.26024 0.06668
N2 1.79373 0.91624 -0.61136
N3 2.89584 0.95521 0.14244
C8 2.72018 0.32443 1.33464
C9 3.57028 0.11614 2.41683
C10 3.05448 -0.57914 3.48607
C11 1.73610 -1.05799 3.49186
C12 0.89051 -0.85655 2.42762
C13 1.38840 -0.15382 1.32964
H1 0.14073 1.01436 -2.08688
H2 -1.65255 0.94397 -3.43700
H3 -1.65529 -1.69352 -2.31892
H4 -2.50518 -1.15544 -3.77150
H5 -4.37241 -1.82255 -2.41132
H6 -3.54087 -1.30688 -0.92944
H7 -4.63600 0.53212 -3.10228
H8 -5.09297 0.53134 -1.39100
H9 -2.87474 1.21831 -0.71643
H10 -3.15631 2.23250 -2.14082
H11 3.72130 1.41792 -0.20234
H12 4.58503 0.48423 2.41318
H13 3.67921 -0.76372 4.34761
H14 1.38621 -1.59747 4.35932
H15 -0.12475 -1.21824 2.41716

The natural (NBO) scheme yields these atomic charges, measured in e: -0.63 0.65 -0.60 -0.04 -0.41 -0.41 -0.40 -0.41 0.04 -0.23 -0.35 0.19 -0.27 -0.19 -0.24 -0.15 -0.15 0.42 0.20 0.22 0.20 0.20 0.22 0.19 0.21 0.22 0.21 0.41 0.22 0.21 0.22 0.24



This record from OMol25 describes an isolated molecule of C13H15N3O3 at a distorted geometry. The level of theory is wB97M-V/def2-TZVPD.

Results
LUMO   0.32 eV
Energy   -24336.7852 eV
F_max   0.1142 hartree/bohr
Charge   0
Highest occupied orbital energy   -0.2834 Eh
SMILES string   N[C@@H](Cc1c[nH]c2ccccc12)C(=O)NCC(=O)O
Energy relative to the best compared isomer or geometry (same formula, charge and spin)   47.35 kcal per mole
2S+1   1
HOMO-LUMO gap   0.2954 Eh

Positions of all 34 atoms, in Å:
N1 2.53105 -1.20757 2.72895
C1 1.84394 -0.74292 1.57928
C2 0.61779 -1.57984 1.36203
C3 -0.33273 -1.29110 0.26382
C4 -1.46793 -0.57845 0.53487
N2 -2.19184 -0.34731 -0.56731
C5 -1.51056 -0.89813 -1.63340
C6 -1.86951 -1.05732 -2.94030
C7 -0.90252 -1.59848 -3.82954
C8 0.33289 -2.00521 -3.35817
C9 0.70444 -1.92005 -2.03212
C10 -0.32410 -1.59838 -1.09765
C11 1.50399 0.80355 1.64853
O1 1.98986 1.37500 2.59013
N3 0.69777 1.44312 0.75368
C12 0.30033 2.83815 0.78779
C13 -1.08801 3.07540 0.94433
O2 -2.11148 2.41081 0.60680
O3 -1.24765 4.29915 1.38607
H1 3.25672 -0.55920 3.00239
H2 1.92628 -1.19481 3.54980
H3 2.52584 -0.80076 0.71962
H4 0.10087 -1.35493 2.33327
H5 0.96524 -2.67662 1.38198
H6 -1.55239 0.07417 1.33671
H7 -2.96546 0.36310 -0.59117
H8 -2.90183 -0.73629 -3.27939
H9 -1.14884 -1.66931 -4.88316
H10 0.96469 -2.45296 -4.12160
H11 1.70957 -2.33678 -1.70168
H12 0.34411 0.97173 -0.04724
H13 0.59445 3.17352 -0.21225
H14 0.90953 3.25781 1.61694
H15 -2.20448 4.52091 1.16799

The natural (NBO) scheme yields these atomic charges, measured in e: -0.81 -0.12 -0.41 -0.15 0.01 -0.52 0.13 -0.24 -0.23 -0.24 -0.21 -0.07 0.66 -0.64 -0.62 -0.36 0.78 -0.65 -0.65 0.38 0.35 0.20 0.20 0.24 0.22 0.44 0.22 0.21 0.21 0.22 0.41 0.25 0.28 0.51



This record from OMol25 describes an isolated molecule of C13H15N3S at a distorted geometry. The level of theory is wB97M-V/def2-TZVPD.

Results
LUMO   0.69 eV
Energy   -29030.0095 eV
F_max   0.0667 hartree/bohr
Charge   0
Highest occupied orbital energy   -0.2803 Eh
SMILES string   C1=Nc2sc3c(c2C2=NCCCN12)CCCC3
Energy relative to the best compared isomer or geometry (same formula, charge and spin)   1.20 kcal per mole
2S+1   1
HOMO-LUMO gap   0.3054 Eh

Positions of all 32 atoms, in Å:
C1 -0.83288 0.83509 -3.13638
N1 -0.54674 -0.43251 -3.20525
C2 -0.22661 -1.09627 -2.00127
S1 0.44797 -2.71156 -1.94636
C3 0.62954 -2.55822 -0.17944
C4 0.18356 -1.33569 0.29704
C5 -0.25510 -0.48713 -0.78392
C6 -0.53984 0.94262 -0.74402
N2 -0.52505 1.57529 0.41459
C7 -0.97180 2.98870 0.52088
C8 -0.54447 3.74028 -0.70506
C9 -1.19271 3.03358 -1.88560
N3 -0.79947 1.59008 -1.93832
C10 0.19503 -0.92187 1.78555
C11 0.65970 -2.11055 2.65447
C12 1.78597 -2.90615 2.00430
C13 1.28245 -3.57125 0.71600
H1 -1.11482 1.37866 -4.01193
H2 -2.06688 3.09299 0.64532
H3 -0.45919 3.47020 1.37899
H4 0.52732 3.69133 -0.76253
H5 -0.85173 4.80882 -0.66629
H6 -2.26155 3.06374 -1.78906
H7 -0.93851 3.48841 -2.84292
H8 0.88450 -0.10289 1.92807
H9 -0.76394 -0.58774 2.16729
H10 0.94944 -1.76696 3.67001
H11 -0.18801 -2.81186 2.80879
H12 2.19112 -3.65809 2.67576
H13 2.64572 -2.25169 1.79872
H14 2.12690 -4.00483 0.23192
H15 0.57008 -4.38454 0.90066

The natural (NBO) scheme yields these atomic charges, measured in e: 0.29 -0.47 0.01 0.41 -0.14 -0.02 -0.16 0.43 -0.54 -0.23 -0.43 -0.20 -0.42 -0.41 -0.39 -0.39 -0.44 0.19 0.18 0.20 0.21 0.22 0.20 0.21 0.23 0.23 0.21 0.19 0.21 0.20 0.22 0.21



This record from OMol25 describes the ion C13H15NO5 with charge -2 at a distorted geometry. The level of theory is wB97M-V/def2-TZVPD.

Results
LUMO   5.34 eV
Energy   -25449.9087 eV
F_max   0.0875 hartree/bohr
Charge   -2
Highest occupied orbital energy   -0.0085 Eh
SMILES string   COC[C@](CCc1ccccc1)(NC(=O)[O-])C(=O)[O-]
2S+1   1
HOMO-LUMO gap   0.2049 Eh

Positions of all 34 atoms, in Å:
C1 2.64567 1.87491 2.17888
O1 2.99149 0.97921 1.13513
C2 2.24045 1.26409 -0.08300
C3 1.52047 -0.11028 -0.48092
C4 0.72683 -0.57576 0.78493
C5 -0.55892 -1.43013 0.48033
C6 -1.84733 -0.61430 0.15819
C7 -2.26845 0.51124 0.98372
C8 -3.47901 1.24383 0.58203
C9 -4.20304 0.82923 -0.60402
C10 -3.79418 -0.30146 -1.44682
C11 -2.60003 -1.02589 -1.03970
N1 2.61152 -1.03147 -0.88213
C12 2.21772 -2.45754 -0.87968
O2 1.53865 -3.02376 -1.75209
O3 2.68572 -3.16425 0.13560
C13 0.62119 0.25499 -1.73924
O4 -0.16016 1.25166 -1.61444
O5 0.63125 -0.37578 -2.86008
H1 2.81369 1.32831 3.15607
H2 1.57331 2.19666 2.18219
H3 3.35001 2.76487 2.21927
H4 1.44512 2.03388 0.07588
H5 2.93166 1.62107 -0.89608
H6 0.43504 0.31266 1.41554
H7 1.39016 -1.19931 1.44560
H8 -0.78552 -2.01080 1.42735
H9 -0.37602 -2.22345 -0.29884
H10 -1.66584 0.81058 1.86947
H11 -3.82585 2.12029 1.17194
H12 -5.10602 1.39982 -0.93569
H13 -4.33507 -0.60483 -2.36745
H14 -2.25986 -1.87170 -1.68671
H15 2.89538 -0.77657 -1.83521

The natural (NBO) scheme yields these atomic charges, measured in e: -0.24 -0.55 -0.06 0.00 -0.40 -0.45 0.04 -0.22 -0.23 -0.26 -0.23 -0.18 -0.72 0.85 -0.75 -0.85 0.72 -0.82 -0.76 0.17 0.17 0.14 0.20 0.17 0.18 0.25 0.19 0.27 0.21 0.19 0.18 0.20 0.23 0.37



This record from OMol25 describes a structure of composition C13H16Br2N2O2Rh. The level of theory is wB97M-V/def2-TZVPD.

Results
LUMO   -13.37 eV
Energy   -163878.5234 eV
F_max   0.0090 hartree/bohr
Charge   +3
Highest occupied orbital energy   -0.7180 Eh
Energy relative to the best compared isomer or geometry (same formula, charge and spin)   19.14 kcal per mole
2S+1   1
HOMO-LUMO gap   0.2266 Eh

Positions of all 36 atoms, in Å:
Rh1 0.01076 -0.48497 0.67204
O1 4.58397 -4.20872 -0.49751
C1 3.68191 -3.29147 -0.29798
C2 3.87673 -1.91025 -0.51035
C3 2.85683 -1.02664 -0.26649
N1 1.66068 -1.48252 0.16517
C4 1.50302 -2.79023 0.37126
Br1 -0.29888 -2.90821 1.03632
C5 2.42447 -3.75591 0.17399
H1 5.44274 -3.88098 -0.81252
H2 4.82928 -1.53284 -0.86020
H3 2.96924 0.04074 -0.40648
H4 2.24910 -4.80815 0.35837
C6 -2.41634 4.60596 0.14148
C7 -1.73374 3.54272 0.94777
C8 -1.46117 3.70492 2.31114
C9 -0.80345 2.72348 3.06294
C10 -0.45340 1.60681 2.37245
Br2 0.46995 0.06028 3.06925
N2 -0.70613 1.39073 1.07700
C11 -1.33038 2.35192 0.35960
H5 -2.89996 5.33469 0.78773
H6 -3.17193 4.17740 -0.51585
H7 -1.68792 5.13424 -0.47642
H8 -1.76425 4.62013 2.80720
H9 -0.59123 2.84927 4.11635
H10 -1.49780 2.13627 -0.68745
C12 -2.08593 -2.17079 -2.32868
C13 -1.96968 -0.75762 -1.83620
O2 -0.59539 -0.44726 -1.28594
H11 -2.99612 -2.24292 -2.92754
H12 -2.16331 -2.90233 -1.52795
H13 -1.26290 -2.43185 -2.99808
H14 -2.64065 -0.51355 -1.01535
H15 -2.09495 -0.02805 -2.63394
H16 0.06681 -0.70432 -1.94515

The natural (NBO) scheme yields these atomic charges, measured in e: 0.99 -0.56 0.46 -0.29 0.07 -0.44 0.17 0.46 -0.28 0.53 0.29 0.26 0.31 -0.65 0.01 -0.03 -0.24 0.18 0.37 -0.56 0.09 0.26 0.26 0.27 0.28 0.30 0.24 -0.67 -0.06 -0.73 0.29 0.22 0.23 0.20 0.23 0.53



This record from OMol25 describes a structure of composition C13H16CdIN3S at a distorted geometry. The level of theory is wB97M-V/def2-TZVPD.

Results
LUMO (spin up / spin down)   -2.55 / -2.55 eV
Energy   -41705.9074 eV
F_max   0.0556 hartree/bohr
Charge   0
Highest occupied orbital energy (spin up / spin down)   -0.2619 / -0.2619 Eh
Energy relative to the best compared isomer or geometry (same formula, charge and spin)   61.23 kcal per mole
2S+1   1
HOMO-LUMO gap (spin up / spin down)   0.1683 / 0.1680 Eh

Positions of all 35 atoms, in Å:
C1 -0.43113 -2.79455 -2.76098
C2 0.69246 1.25335 -3.68097
H1 0.52400 -3.22626 -2.42964
H2 -0.49858 -2.82559 -3.88293
H3 -1.33289 -3.24277 -2.39314
H4 1.60525 1.74933 -3.26342
H5 1.05510 0.77759 -4.62986
H6 -0.10500 1.92599 -4.08740
Cd1 0.00569 -0.71597 -2.80112
C3 -0.97036 1.32130 -1.82911
H7 -0.21113 2.05952 -1.54460
H8 -1.62091 1.15789 -0.95671
H9 -1.58554 1.66362 -2.67250
I1 2.24804 -1.38766 -0.97600
N1 -0.35799 -0.20239 2.63533
C4 0.67784 0.68686 2.77524
C5 1.37233 1.12894 3.87784
C6 2.48971 1.95985 3.65678
C7 2.91435 2.26597 2.34398
C8 2.19973 1.79094 1.22812
C9 1.04221 1.04342 1.45450
N2 0.18160 0.40740 0.59714
C10 -0.64528 -0.35125 1.32548
C11 -1.70943 -1.20964 0.84016
C12 -2.64830 -1.85716 1.65224
S1 -3.73123 -2.80888 0.67572
C13 -2.92703 -2.20974 -0.75813
N3 -1.90816 -1.41924 -0.51344
H10 -0.83149 -0.67644 3.37065
H11 1.03309 0.83242 4.86576
H12 3.05683 2.36238 4.50995
H13 3.80824 2.88211 2.20961
H14 2.53652 1.94525 0.19608
H15 -2.71277 -1.78607 2.73255
H16 -3.21579 -2.50049 -1.76716

The natural (NBO) scheme yields these atomic charges, measured in e: -1.19 -0.84 0.24 0.18 0.19 0.24 0.22 0.21 1.41 -0.53 0.21 0.23 0.17 -0.76 -0.53 0.17 -0.27 -0.21 -0.23 -0.18 0.07 -0.45 0.35 0.07 -0.42 0.42 -0.12 -0.42 0.41 0.21 0.22 0.22 0.23 0.24 0.23